(1)
Here is the ion C7H15N2S with charge +1 in a non-equilibrium geometry from the Open Molecules 2025 dataset. Energies are from the ωB97M-V functional and the def2-TZVPD basis.

Calculated values
Frontier orbital gap = 8.10 eV
Charge = +1
Spin multiplicity = 1
Lowest unoccupied orbital energy = -5.3 eV
Energy above the lowest of the compared OMol25 structures with the same formula, charge and spin = 605.9 kJ/mol
HOMO = -13.4 eV

Last column: natural (NBO) charge in e.
Geometry (Å):
1 C -1.973 0.221 -2.589  0.0136
2 C 0.189 -1.880 -0.312  -0.3308
3 C -0.597 -2.916 -1.097  -0.4990
4 C 0.276 1.730 2.169  -0.6051
5 C 1.229 0.812 -0.683  -0.6642
6 C 0.054 0.371 1.592  -0.3439
7 C -0.042 0.497 0.020  -0.1184
8 N -0.638 -0.734 -0.254  -0.0710
9 N -1.410 -0.816 -2.134  -0.4027
10 S -1.089 -2.295 -2.779  0.5440
11 H -2.176 0.271 -3.572  0.2025
12 H -2.227 0.933 -1.954  0.1980
13 H 0.265 -2.433 0.649  0.3052
14 H 1.258 -1.658 -0.739  0.2213
15 H -0.057 -3.819 -1.130  0.2559
16 H -1.633 -3.058 -0.587  0.2504
17 H 1.089 1.643 3.059  0.2362
18 H 0.716 2.486 1.472  0.2215
19 H -0.624 1.990 2.533  0.2164
20 H 1.611 1.923 -0.732  0.2612
21 H 2.122 0.156 -0.321  0.2236
22 H 1.286 0.507 -1.650  0.2269
23 H 1.005 -0.310 1.898  0.2089
24 H -0.722 -0.109 2.070  0.2309
25 H -0.725 1.223 -0.226  0.2185

Atoms 1-3, force components in eV/Å:
C 1.84 -3.77 0.30
C 1.50 -0.35 -2.02
C -2.60 0.55 0.48

---

(2)
Here is a cluster of 2 separate species, C7H15N3 in total in a non-equilibrium geometry from the Open Molecules 2025 dataset. Energies are from the ωB97M-V functional and the def2-TZVPD basis.

Calculated values
Frontier orbital gap = 10.12 eV
Charge = +2
Spin multiplicity = 1
Lowest unoccupied orbital energy = -7.6 eV
Energy above the lowest of the compared OMol25 structures with the same formula, charge and spin = 271.2 kJ/mol
HOMO = -17.7 eV

Last column: natural (NBO) charge in e.
Geometry (Å):
1 C 0.922 1.589 0.422  0.3742
2 C -2.575 -2.002 0.124  -0.3649
3 C -1.120 -2.245 -0.269  -0.4940
4 C -2.093 -1.225 1.411  -0.4824
5 C 2.386 1.833 -1.306  -0.2672
6 C 0.997 2.307 -1.746  -0.2364
7 C -0.678 -1.583 1.014  0.5151
8 N 2.128 1.234 -0.032  -0.5293
9 N 0.156 1.909 -0.553  -0.5103
10 N 0.484 -1.471 1.567  -0.6612
11 H -3.097 -1.369 -0.546  0.2316
12 H -3.238 -2.820 0.372  0.2611
13 H -0.636 -3.238 -0.075  0.2857
14 H -0.911 -1.844 -1.250  0.2806
15 H -2.224 -0.231 1.090  0.2539
16 H -2.509 -1.352 2.390  0.2851
17 H 2.711 1.095 -2.094  0.2503
18 H 3.104 2.674 -1.217  0.2503
19 H 1.071 3.402 -1.868  0.2591
20 H 0.526 1.772 -2.730  0.2594
21 H 2.953 1.044 0.567  0.4468
22 H -0.881 1.955 -0.432  0.4570
23 H 0.744 1.440 1.484  0.2457
24 H 1.318 -1.841 1.163  0.4472
25 H 0.463 -1.030 2.515  0.4428

Atoms 1-3, force components in eV/Å:
C 2.29 -2.10 0.54
C -0.27 -0.76 1.76
C 0.81 -0.83 1.17

---

(3)
Here is the ion C7H15N4 with charge +1 in a non-equilibrium geometry from the Open Molecules 2025 dataset. Energies are from the ωB97M-V functional and the def2-TZVPD basis.

Calculated values
Structure (SMILES) = CNC[C@H](NC)[n+]1ccc[nH]1
Frontier orbital gap = 9.05 eV
Charge = +1
Spin multiplicity = 1
Lowest unoccupied orbital energy = -3.1 eV
Energy above the lowest of the compared OMol25 structures with the same formula, charge and spin = 271.4 kJ/mol
HOMO = -12.1 eV

Last column: natural (NBO) charge in e.
Geometry (Å):
1 C 2.882 -0.913 0.444  -0.4126
2 N 2.029 0.010 -0.302  -0.6787
3 C 1.011 0.710 0.390  -0.1936
4 C -0.382 0.767 -0.393  0.1046
5 N -1.296 1.522 0.389  -0.6464
6 C -2.420 2.051 -0.414  -0.3963
7 N -0.730 -0.657 -0.339  -0.1208
8 C -0.335 -1.777 -1.007  0.0702
9 C -0.987 -2.898 -0.371  -0.3044
10 C -1.757 -2.348 0.627  0.0407
11 N -1.576 -1.054 0.628  -0.2840
12 H 2.163 -1.642 1.124  0.1932
13 H 3.444 -1.421 -0.389  0.2125
14 H 3.713 -0.381 0.953  0.1966
15 H 2.581 0.352 -1.075  0.3919
16 H 0.860 0.226 1.270  0.1982
17 H 1.383 1.814 0.669  0.1867
18 H -0.145 0.997 -1.506  0.2190
19 H -1.017 2.359 0.831  0.4042
20 H -3.043 2.557 0.176  0.2107
21 H -2.146 2.630 -1.183  0.1881
22 H -2.932 1.263 -0.754  0.1871
23 H 0.308 -1.642 -1.843  0.2628
24 H -1.028 -3.986 -0.545  0.2754
25 H -2.393 -2.776 1.254  0.2354
26 H -1.869 -0.436 1.351  0.4593

Atoms 1-3, force components in eV/Å:
C -0.61 -1.10 -0.22
N 0.01 -1.51 -0.20
C 1.65 4.74 -2.68

---

(4)
Here is a cluster of 2 separate species, C7H15N4O in total from the Open Molecules 2025 dataset. Energies are from the ωB97M-V functional and the def2-TZVPD basis.

Calculated values
Frontier orbital gap = 9.47 eV
Charge = +1
Spin multiplicity = 1
Lowest unoccupied orbital energy = -3.6 eV
Energy above the lowest of the compared OMol25 structures with the same formula, charge and spin = 51.3 kJ/mol
HOMO = -13.1 eV

Last column: natural (NBO) charge in e.
Geometry (Å):
1 C 5.627 1.155 0.226  -0.3797
2 C 4.671 1.986 0.611  -0.0381
3 N 3.300 1.648 0.677  -0.1704
4 C 2.232 2.401 0.955  0.2953
5 N 1.106 1.726 0.935  -0.4575
6 C 1.465 0.465 0.627  0.5856
7 N 0.636 -0.555 0.516  -0.7508
8 N 2.802 0.392 0.466  -0.3687
9 H 5.447 0.176 -0.196  0.2026
10 H 6.652 1.484 0.302  0.2501
11 H 4.851 3.020 0.870  0.2442
12 H 2.319 3.455 1.167  0.2462
13 H 0.959 -1.484 0.312  0.4173
14 H -0.357 -0.422 0.696  0.4702
15 H 3.379 -0.405 0.253  0.4452
16 C -4.578 -2.225 -0.377  -0.6332
17 C -3.670 -1.021 -0.213  0.0939
18 C -3.523 -0.235 -1.504  -0.6320
19 O -2.378 -1.438 0.271  -0.7502
20 H -4.170 -2.910 -1.127  0.1999
21 H -4.669 -2.770 0.562  0.2251
22 H -5.573 -1.922 -0.702  0.2253
23 H -4.062 -0.371 0.569  0.1834
24 H -3.087 -0.865 -2.285  0.1992
25 H -2.870 0.627 -1.360  0.2116
26 H -4.490 0.121 -1.857  0.2274
27 H -2.019 -2.035 -0.396  0.4580

Atoms 1-3, force components in eV/Å:
C -0.18 0.26 0.02
C 0.18 -0.17 -0.19
N 0.04 0.04 -0.14

---

(5)
Here is a cluster of 2 separate species, C7H15NO in total in a non-equilibrium geometry from the Open Molecules 2025 dataset. Energies are from the ωB97M-V functional and the def2-TZVPD basis.

Calculated values
Frontier orbital gap (alpha / beta) = 7.29 / 7.77 eV
Spin multiplicity = 1
Lowest unoccupied orbital energy (alpha / beta) = 0.4 / 0.6 eV
Energy above the lowest of the compared OMol25 structures with the same formula, charge and spin = 621.2 kJ/mol
HOMO (alpha / beta) = -6.8 / -7.2 eV

Last column: natural (NBO) charge in e.
Geometry (Å):
1 C 1.102 -0.372 0.042  0.3191
2 C -1.859 0.422 -0.385  0.0575
3 C 1.378 1.040 -0.345  -0.5326
4 C -0.026 1.282 -0.838  -0.4387
5 C 1.619 -1.386 -0.931  -0.6762
6 C 1.198 -0.689 1.501  -0.6763
7 C -2.115 0.786 1.052  -0.6538
8 N -1.716 -0.886 -0.682  -0.2090
9 O -0.906 -1.616 0.051  -0.5158
10 H -1.948 -1.211 -1.620  0.3472
11 H -2.450 0.959 -1.124  0.1989
12 H 1.636 1.674 0.505  0.2059
13 H 2.152 1.179 -1.111  0.1987
14 H -0.104 1.144 -1.912  0.1924
15 H -0.440 2.232 -0.514  0.2024
16 H 0.693 0.062 2.109  0.2157
17 H 1.222 -1.211 -1.934  0.2182
18 H 2.716 -1.296 -1.001  0.2033
19 H 1.364 -2.400 -0.633  0.2327
20 H 0.786 -1.667 1.739  0.2362
21 H 2.262 -0.671 1.790  0.2116
22 H -3.158 0.573 1.308  0.2177
23 H -1.933 1.848 1.223  0.2102
24 H -1.475 0.207 1.712  0.2350

Atoms 1-3, force components in eV/Å:
C 0.77 -0.40 0.15
C 1.30 0.08 -0.07
C -0.30 -0.10 0.24

---

(6)
Here is a cluster of 2 separate species, C7H15NO3 in total in a non-equilibrium geometry from the Open Molecules 2025 dataset. Energies are from the ωB97M-V functional and the def2-TZVPD basis.

Calculated values
Frontier orbital gap (alpha / beta) = 8.77 / 7.73 eV
Spin multiplicity = 1
Lowest unoccupied orbital energy (alpha / beta) = -1.2 / -2.7 eV
Energy above the lowest of the compared OMol25 structures with the same formula, charge and spin = 631.9 kJ/mol
HOMO (alpha / beta) = -9.9 / -10.4 eV

Last column: natural (NBO) charge in e.
Geometry (Å):
1 C -0.809 -0.930 4.095  -0.6091
2 C 0.351 -0.738 3.139  -0.3884
3 C -0.034 0.018 1.880  -0.2190
4 C -0.535 1.417 2.163  -0.6154
5 C 1.279 0.074 1.036  -0.3891
6 C 0.954 0.546 -0.374  0.0303
7 C 2.100 0.622 -1.346  -0.6315
8 O 0.183 -0.521 -0.684  -0.2992
9 O -1.438 1.080 -1.825  -0.2074
10 N -1.451 0.532 -2.887  0.4966
11 O -2.248 0.844 -3.888  -0.2835
12 H -0.472 -1.582 4.901  0.2113
13 H -1.148 0.012 4.537  0.2024
14 H -1.666 -1.390 3.589  0.2037
15 H 1.179 -0.206 3.629  0.1915
16 H 0.754 -1.707 2.817  0.2007
17 H -0.828 -0.549 1.356  0.2215
18 H 0.260 2.011 2.637  0.1990
19 H -0.863 1.923 1.245  0.2106
20 H -1.377 1.375 2.856  0.2128
21 H 2.097 0.661 1.500  0.2243
22 H 1.577 -0.980 0.835  0.2200
23 H 0.458 1.544 -0.339  0.1730
24 H 2.956 1.220 -0.998  0.2149
25 H 2.358 -0.439 -1.504  0.2193
26 H 1.692 0.973 -2.317  0.2105

Atoms 1-3, force components in eV/Å:
C 0.10 -0.17 0.27
C -0.16 0.11 -0.05
C 1.09 0.04 -0.04